Here is a 2-piece molecular cluster, C5H14 overall in a non-equilibrium geometry from the OMol25 dataset. Energies are from ωB97M-V/def2-TZVPD.

Structure (XYZ):
```
19
Properties=species:S:1:pos:R:3:forces:R:3:nbo_charge:R:1
C -0.49919 0.28442 1.88897 -0.5 0.9 3.8 -0.603
C 0.22718 -0.88145 1.41389 1.5 -1.5 -2.4 -0.399
C -0.38211 -2.32714 1.45312 -0.2 1.3 1.8 -0.608
H -0.07946 1.17006 1.44562 0.1 0.6 0.1 0.212
H -1.55017 0.27752 1.71052 -0.9 -0.1 -0.5 0.205
H -0.42780 0.35353 3.04829 -0.1 0.2 -1.7 0.191
H 0.45741 -0.58636 0.36272 -0.2 -0.9 0.1 0.184
H 1.25670 -0.89885 1.81761 -0.5 -0.2 0.3 0.197
H -1.42257 -2.35433 1.03985 0.9 0.0 0.2 0.205
H 0.31034 -2.93254 0.85922 -0.4 -0.4 0.4 0.216
H -0.44327 -2.62675 2.58375 0.2 0.1 -2.2 0.202
C -0.03947 0.90183 -2.75454 0.7 0.3 0.4 -0.627
C 0.76075 1.72015 -1.69455 -0.8 -1.9 0.8 -0.627
H -0.80384 1.53830 -3.12836 0.0 1.1 -1.6 0.210
H 0.56447 0.35375 -3.49897 -0.6 0.4 0.2 0.213
H -0.77237 0.27928 -2.27269 0.5 -1.3 0.6 0.204
H 1.83763 1.77339 -1.72439 0.5 -1.1 -0.3 0.211
H 0.41630 1.18716 -0.74285 0.9 1.8 -0.7 0.206
H 0.58948 2.76802 -1.80722 -1.1 0.7 0.6 0.209
```
Forces are in eV/Å.

* SMILES string: CCC.CC
* Kohn-Sham gap: 11.9 eV
* relative energy (zero: lowest compared OMol25 entry of this formula, charge and spin): 1.3335 eV
* total charge: 0

Here is a 11-piece molecular cluster, C71H77BClN12O7S overall in a non-equilibrium geometry from the OMol25 dataset. Energies are from ωB97M-V/def2-TZVPD.

Structure (XYZ):
```
170
Properties=species:S:1:pos:R:3:forces:R:3:mulliken_charge:R:1
C 0.00060 -3.10332 3.52704 -1.2 -1.5 -0.6 -1.124
N 1.37154 -2.58839 3.24162 2.9 1.1 -0.9 0.389
C 2.14408 -1.84605 4.23660 2.7 0.9 -1.3 0.311
C 1.56300 -1.54333 5.68663 -1.0 -1.0 -0.7 -0.317
C 0.20230 -0.70056 5.70999 -3.0 0.0 2.2 -0.326
O -0.65427 -1.02071 6.59410 3.4 0.9 -3.4 -0.576
C -0.18240 0.49415 4.73681 -0.8 1.9 -2.4 0.532
C -1.37904 0.21374 3.74941 1.0 2.6 -0.1 -0.441
C -1.91972 1.26651 2.75440 3.1 0.6 2.7 -0.848
C -1.24332 2.66202 2.74855 1.7 -2.6 2.3 -0.355
C -0.05910 2.93615 3.72365 -1.4 -2.6 0.1 -0.804
C 0.50925 1.88609 4.73534 -3.3 -1.4 -2.7 0.098
C 3.59791 -1.31722 3.94655 -0.9 -1.6 -2.3 0.457
C 4.47669 -0.48018 4.98070 0.4 0.1 -0.8 -1.499
C 4.31889 1.08825 4.64205 0.7 0.4 -0.7 0.276
C 5.11739 2.03407 5.67847 -0.6 -0.6 -0.3 -0.656
C 5.20655 3.56713 5.23161 1.4 0.8 0.7 -0.736
S 3.52970 4.40904 5.39586 -3.3 -3.8 -0.8 1.112
O 2.88743 3.85121 6.63360 1.9 1.8 -2.7 -0.552
O 2.79969 4.09492 4.11122 2.2 1.5 3.1 -0.493
Cl 3.67995 6.46263 5.62367 0.3 -1.1 -0.2 -0.221
C 4.24791 -1.60184 2.54829 -4.8 -1.0 0.3 0.027
C 5.71225 -1.15980 2.11786 3.4 -1.5 1.7 0.089
O 6.67271 -1.85170 2.55758 -4.0 2.6 -1.8 -0.530
O 6.04532 -0.03895 1.32782 -2.0 -1.7 1.3 -0.496
C 3.34747 -2.39184 1.53194 -1.0 1.3 3.0 0.485
B 4.03821 -2.68527 0.07204 0.6 -0.7 -1.2 0.760
O 3.83563 -1.88118 -1.09727 -0.1 -2.5 1.8 -0.526
O 4.91182 -3.83884 0.01106 -0.7 2.3 0.3 -0.591
C 1.89570 -2.86824 1.90430 3.2 1.2 0.8 -0.359
C 1.09932 -3.62333 0.75840 -0.5 0.5 -0.5 -0.550
C 0.58423 -2.51912 -0.33587 0.8 -0.1 -0.5 -0.165
N -0.85085 -2.15828 -0.08784 0.8 -0.3 -0.8 -0.517
H -0.78332 -2.56879 2.86693 1.4 -0.6 1.2 0.240
H -0.00982 -4.20510 3.17053 0.1 1.8 0.7 0.411
H -0.28514 -3.13089 4.62847 0.6 0.5 -1.5 0.402
H 1.31193 -2.57210 6.15448 0.4 1.8 -0.6 0.393
H 2.28861 -1.04348 6.40717 -0.7 -0.7 -1.4 0.312
H -1.90264 -0.80983 3.77600 1.0 1.8 0.1 0.391
H -2.81123 0.99044 2.09285 1.5 0.6 1.1 0.403
H -1.59084 3.49872 2.04511 0.6 -1.6 1.3 0.535
H 0.38931 3.98076 3.70610 -0.6 -1.7 0.1 0.420
H 1.37357 2.08316 5.45110 -1.5 0.0 -1.2 0.627
H 5.58210 -0.73957 4.74991 -1.8 0.2 0.4 0.540
H 4.31822 -0.74792 6.07752 -0.1 0.3 -1.6 0.432
H 3.23045 1.41533 4.47456 1.6 -0.5 0.5 -0.032
H 4.84145 1.24193 3.61776 -0.9 -0.2 1.5 0.078
H 4.59726 1.93467 6.68867 0.9 0.4 -1.2 0.370
H 6.20169 1.63914 5.75711 -1.7 0.8 -0.1 0.338
H 5.89587 4.15140 5.95103 -1.1 -1.0 -1.0 0.409
H 5.65154 3.73179 4.18181 -1.2 -0.3 1.5 0.380
H 5.25370 0.49224 1.08073 0.4 -0.6 0.2 0.407
H 3.87589 -2.53114 -1.84801 0.2 1.1 0.5 0.292
H 5.83912 -3.56350 -0.16252 -0.8 -0.4 -0.2 0.316
H 1.73320 -4.40308 0.18316 -0.6 1.4 1.3 0.151
H 0.16082 -4.17591 1.09308 1.4 0.8 -0.2 0.380
H 1.26024 -1.60253 -0.24131 -1.1 -1.2 -0.1 0.391
H 0.76835 -2.93753 -1.40882 -0.3 0.6 1.9 -0.013
H -1.41232 -2.81735 -0.66007 0.3 0.9 0.5 0.269
H -1.04189 -1.19209 -0.41435 0.2 -1.0 0.2 0.272
N -3.58606 4.36319 2.17911 -0.8 0.7 0.0 -0.128
C -4.55442 4.63976 1.28907 0.4 -0.2 0.2 -0.594
C -5.53069 5.60258 1.48601 0.0 0.1 0.1 -0.584
C -5.51184 6.32157 2.67189 -0.1 0.1 0.0 -0.056
C -4.52415 6.05547 3.60968 -0.2 -0.1 0.0 -0.988
C -3.59038 5.07506 3.31726 0.1 -0.5 -0.3 0.004
H -4.52804 4.04859 0.37914 -0.1 0.1 0.0 0.557
H -6.28614 5.78533 0.73219 0.0 -0.1 0.1 0.404
H -6.25995 7.08331 2.86388 0.0 -0.1 0.0 0.593
H -4.48047 6.59806 4.54589 0.0 0.0 0.0 0.390
H -2.79604 4.83295 4.01700 0.0 0.0 0.0 0.301
N 1.50087 -2.04265 -3.66090 0.2 0.3 -0.4 0.205
C 1.34487 -0.70780 -3.65310 0.0 -0.5 0.1 -0.203
C 1.71423 0.11774 -4.70242 0.0 -0.1 0.0 -0.778
C 2.28234 -0.46421 -5.82679 0.2 0.0 -0.2 -0.073
C 2.45738 -1.84090 -5.86102 -0.1 0.1 0.1 -0.818
C 2.05185 -2.57958 -4.76153 -0.1 0.0 0.5 -0.642
H 0.89963 -0.29963 -2.75103 0.0 0.1 0.0 0.336
H 1.56239 1.18838 -4.64279 0.0 -0.1 0.0 0.484
H 2.58510 0.14921 -6.66773 -0.1 0.0 0.1 0.435
H 2.89773 -2.32828 -6.72206 0.0 0.0 0.1 0.441
H 2.16388 -3.65926 -4.74101 0.0 0.0 -0.1 0.703
N 0.20941 -6.24085 -2.39972 0.1 -0.6 0.6 -0.204
C -0.81601 -7.06524 -2.12640 0.3 0.4 -0.1 -0.141
C -0.68403 -8.25572 -1.42991 0.1 0.0 0.0 -0.734
C 0.57999 -8.62300 -0.99108 0.0 -0.1 0.1 -0.145
C 1.65784 -7.79157 -1.26090 -0.1 0.0 0.1 -0.930
C 1.42171 -6.62009 -1.96153 -0.4 0.3 -0.2 -0.286
H -1.78350 -6.73693 -2.49310 0.0 -0.1 0.0 0.472
H -1.54712 -8.88016 -1.23611 0.0 0.0 0.0 0.418
H 0.72399 -9.54823 -0.44401 0.0 0.1 -0.1 0.434
H 2.65797 -8.04762 -0.93408 0.0 0.0 -0.1 0.462
H 2.23203 -5.93538 -2.19388 0.0 -0.1 0.0 0.534
N -9.13166 5.13370 2.31894 -0.4 0.5 0.1 -0.461
C -10.09820 5.40966 1.42840 0.5 -0.2 0.3 -0.182
C -11.07505 6.37278 1.62389 0.0 0.1 0.1 -0.401
C -11.05844 7.09297 2.80954 -0.1 0.1 0.0 -0.158
C -10.07188 6.82710 3.74847 -0.1 0.0 -0.1 -0.434
C -9.13759 5.84626 3.45706 0.1 -0.4 -0.4 -0.233
H -10.07105 4.81815 0.51892 -0.1 0.0 0.0 0.365
H -11.82964 6.55481 0.86887 0.0 0.0 0.0 0.359
H -11.80694 7.85438 3.00017 0.0 -0.1 0.0 0.362
H -10.02934 7.36968 4.68470 0.0 0.0 0.0 0.360
H -8.34440 5.60418 4.15770 0.0 0.0 0.0 0.440
N -1.05562 7.93539 1.98158 -0.2 0.6 -0.3 -0.392
C -2.37910 8.10465 1.82554 0.5 -0.3 0.1 -0.055
C -2.95245 9.24658 1.28905 0.1 0.1 0.0 -0.651
C -2.11346 10.27828 0.89275 0.0 0.1 0.0 -0.303
C -0.74200 10.13069 1.04441 -0.1 0.0 0.0 -0.431
C -0.26659 8.94827 1.58836 -0.2 -0.5 0.2 -0.276
H -2.99281 7.27244 2.15288 0.0 0.2 -0.1 0.590
H -4.02749 9.32738 1.18421 0.0 0.0 0.0 0.403
H -2.52425 11.18861 0.46953 0.0 -0.1 0.0 0.389
H -0.05819 10.91571 0.74637 0.0 -0.1 0.0 0.380
H 0.79781 8.78411 1.72368 0.0 0.1 0.0 0.384
N 3.54942 -3.71382 7.00577 0.0 -0.6 0.1 -0.184
C 3.01837 -4.12654 8.16933 0.2 0.3 -0.4 -0.136
C 3.00748 -5.44744 8.58632 0.1 -0.1 -0.1 -0.647
C 3.57357 -6.40302 7.75468 0.0 -0.1 0.0 -0.119
C 4.12765 -6.00546 6.54602 -0.1 0.0 0.1 -0.851
C 4.09234 -4.65958 6.22063 -0.2 0.5 0.2 0.024
H 2.58498 -3.34342 8.78337 0.0 -0.1 0.0 0.392
H 2.56740 -5.72242 9.53660 0.0 0.0 -0.1 0.382
H 3.58320 -7.44770 8.04566 0.0 0.1 0.0 0.380
H 4.57717 -6.72464 5.87283 0.0 0.1 0.0 0.385
H 4.51605 -4.29906 5.28805 0.0 -0.1 0.0 0.402
N -1.05199 -6.62134 -6.25683 0.0 0.7 -0.3 -0.608
C -0.72171 -5.60619 -5.44032 -0.3 -0.6 -0.1 0.011
C -0.51320 -4.30675 -5.87101 -0.1 0.0 -0.2 -0.493
C -0.64839 -4.03285 -7.22430 0.0 0.1 0.0 -0.486
C -0.98727 -5.06233 -8.09162 0.0 0.1 0.1 -0.388
C -1.17839 -6.32892 -7.56216 0.0 -0.3 0.5 -0.384
H -0.62395 -5.86838 -4.39209 0.1 0.2 -0.2 0.394
H -0.25121 -3.52900 -5.16556 -0.1 -0.1 0.0 0.677
H -0.49137 -3.02718 -7.59990 0.0 -0.1 0.0 0.456
H -1.10067 -4.88493 -9.15390 0.0 0.0 0.1 0.403
H -1.44768 -7.16572 -8.19917 0.0 0.1 0.0 0.416
N 1.61170 2.06324 -7.74100 -0.3 0.7 -0.3 -0.263
C 0.28507 2.22491 -7.87517 0.5 -0.2 0.1 -0.091
C -0.30362 3.36190 -8.40393 0.1 0.1 0.0 -0.701
C 0.52258 4.39742 -8.81631 0.0 0.1 0.0 -0.100
C 1.89711 4.25822 -8.68758 -0.1 0.0 0.0 -0.626
C 2.38838 3.08011 -8.14955 -0.2 -0.5 0.2 -0.084
H -0.31896 1.38936 -7.53574 0.0 0.0 0.0 0.381
H -1.38036 3.43636 -8.49080 0.1 0.0 0.0 0.357
H 0.09943 5.30431 -9.23432 0.0 -0.1 0.0 0.368
H 2.57114 5.04649 -8.99868 0.0 -0.1 0.0 0.361
H 3.45589 2.92245 -8.03192 0.0 0.1 0.0 0.376
N 3.01674 -9.85231 -4.74294 -0.2 0.2 -0.6 -0.489
C 3.53814 -10.45846 -5.82201 -0.1 0.2 0.5 -0.309
C 3.19502 -10.14037 -7.12639 -0.1 0.1 0.0 -0.361
C 2.25525 -9.14021 -7.33264 0.0 0.0 0.0 -0.433
C 1.69888 -8.49848 -6.23538 0.1 0.0 -0.2 0.083
C 2.11126 -8.88728 -4.97125 0.4 -0.4 0.2 -0.195
H 4.26552 -11.23523 -5.60932 0.0 0.0 -0.1 0.360
H 3.65029 -10.66135 -7.95953 0.0 0.0 0.1 0.381
H 1.95944 -8.86339 -8.33893 0.0 0.0 0.1 0.395
H 0.96257 -7.71418 -6.35866 0.1 -0.2 0.1 0.185
H 1.70773 -8.41277 -4.08217 -0.1 0.0 -0.1 0.475
N -3.72167 4.23045 -2.91813 -0.2 0.6 -0.1 -0.588
C -4.63079 4.64429 -3.81586 0.4 -0.3 0.3 -0.250
C -4.99045 5.97048 -3.99406 0.1 0.1 0.1 -0.362
C -4.38025 6.92871 -3.19727 0.0 0.1 0.0 -0.309
C -3.43846 6.52886 -2.26001 -0.1 0.1 -0.1 -0.226
C -3.14514 5.17819 -2.16147 -0.1 -0.5 -0.2 -0.321
H -5.08217 3.85811 -4.41241 0.0 0.1 0.0 0.388
H -5.72890 6.24717 -4.73623 0.0 0.0 0.0 0.374
H -4.63603 7.97719 -3.30580 0.0 -0.1 0.0 0.387
H -2.94303 7.24976 -1.62104 0.0 -0.1 0.0 0.425
H -2.41310 4.81634 -1.44613 0.0 0.1 0.0 0.495
```
Forces are in eV/Å.

* Kohn-Sham gap: 6.7 eV
* total charge: +1

Here is a 2-piece molecular cluster, C3H10N2O2 overall in a non-equilibrium geometry from the OMol25 dataset. Energies are from ωB97M-V/def2-TZVPD.

Structure (XYZ):
```
17
Properties=species:S:1:pos:R:3:forces:R:3:nbo_charge:R:1
N 1.32663 -0.57387 0.75832 0.3 -0.9 -0.1 -0.832
C 1.45457 -1.09687 -0.61259 0.0 0.5 -1.4 -0.217
C 0.22402 -0.81159 -1.49505 -1.4 -0.3 -0.2 -0.503
C -0.95303 -1.77422 -1.15860 2.1 -1.4 -0.2 0.656
N -2.00928 -1.36522 -0.51260 -2.4 3.2 1.7 -0.811
O -0.86860 -2.96700 -1.36735 1.0 -0.8 -0.6 -0.637
H 0.58622 -1.06571 1.27073 0.3 0.1 -0.3 0.352
H 2.21207 -0.87023 1.18358 -0.5 0.4 0.3 0.359
H 2.23825 -0.48418 -1.09827 0.0 -0.4 0.3 0.191
H 1.74087 -2.16028 -0.72500 -0.2 0.4 0.3 0.192
H -0.02939 0.26229 -1.40557 -0.1 -0.5 0.0 0.209
H 0.34063 -1.04132 -2.57166 0.7 0.2 0.6 0.240
H -2.14148 -0.35259 -0.45231 -0.2 -0.8 0.4 0.387
H -2.59007 -1.99132 0.05061 0.4 0.3 -0.8 0.415
O -0.29824 5.77068 2.72968 -0.7 -1.0 -0.1 -0.940
H -1.20618 5.60945 3.07305 1.0 0.1 -0.4 0.469
H -0.02694 4.91202 2.33303 -0.3 0.9 0.4 0.471
```
Forces are in eV/Å.

* SMILES string: NCCC(N)=O.O
* Kohn-Sham gap: 10.3 eV
* relative energy (zero: lowest compared OMol25 entry of this formula, charge and spin): 1.1367 eV
* total charge: 0

| no. | lowest unoccupied orbital energy (eV) |
| --- | --- |
| 1 | 1.10 |
| 2 | -3.66 |
| 3 | 0.65 |